1.
Density functional theory data (ωB97M-V with the def2-TZVPD basis set) for C5H10O2 in the gas phase.

XYZ file:
```
17
Properties=species:S:1:pos:R:3:forces:R:3:lowdin_charge:R:1
H -3.177 0.460 -0.286 0.04 0.00 -0.15 0.070
H 3.278 -0.644 0.886 -0.11 0.05 -0.11 0.092
H -2.901 -0.870 -1.417 -0.02 0.13 0.07 0.077
O -1.625 -0.029 1.491 0.29 -0.07 -0.32 0.083
H -2.860 0.798 -2.003 0.07 -0.12 0.11 0.072
H -0.526 -0.489 -1.466 -0.06 0.07 0.09 0.116
H 2.884 1.064 0.547 -0.05 -0.16 -0.04 0.092
H 3.389 -0.017 -0.779 -0.05 0.01 0.12 0.090
C 2.822 0.037 0.153 0.31 0.06 0.04 -0.109
O 1.494 -0.316 -0.150 -0.06 0.00 -0.10 -0.199
C -1.110 0.201 -0.850 0.04 0.03 -0.01 -0.174
C -2.600 0.150 -1.161 -0.11 -0.01 0.00 -0.093
C 0.656 -0.354 0.975 -0.09 0.03 0.20 -0.157
C -0.796 -0.063 0.607 -0.08 -0.03 0.18 -0.368
H 0.962 0.393 1.722 -0.09 -0.05 -0.07 0.135
H 0.686 -1.340 1.469 0.01 0.16 -0.06 0.142
H -0.682 1.189 -1.070 -0.04 -0.09 0.06 0.130
```
Forces are in eV/Å.

As for the SMILES: CCC(=O)COC.

2.
Density functional theory data (ωB97M-V with the def2-TZVPD basis set) for 2 unconnected molecules or ions with the total composition C12H16FN2 at a distorted geometry.

XYZ file:
```
31
Properties=species:S:1:pos:R:3:forces:R:3:lowdin_charge:R:1
C 2.544 -0.045 -1.392 -1.15 2.56 -0.46 -0.007
H 4.493 0.767 -1.324 1.20 -0.27 0.63 0.095
H 1.680 3.366 -3.244 0.09 -0.17 0.14 0.110
H -2.172 -4.215 -0.199 0.26 0.33 0.82 0.125
H -2.183 0.460 3.674 0.34 -0.91 0.03 0.098
C 3.482 0.968 -1.517 -0.15 0.92 -1.88 -0.082
C 1.275 0.280 -1.812 -0.73 1.23 -0.91 -0.244
C -1.295 -0.107 0.882 -2.59 3.28 -0.80 -0.242
C 1.884 2.458 -2.684 1.77 -1.48 0.78 -0.067
H 3.988 2.923 -2.574 -1.08 -1.82 1.29 0.141
H -1.102 -0.989 4.266 -0.88 0.84 -0.68 0.111
H -0.006 1.691 -2.947 -1.60 -0.32 -0.19 0.092
C -1.593 -2.283 0.532 -0.39 0.61 0.86 -0.323
C -1.429 1.331 0.539 0.62 1.41 2.10 0.033
H -0.823 -3.081 2.264 0.30 0.13 0.92 0.120
H -2.425 1.701 0.836 0.06 -0.39 -0.31 0.118
C -1.246 -0.124 3.560 0.03 0.04 0.85 -0.020
H 2.839 -0.932 -0.963 0.13 -2.01 0.89 0.096
H -0.781 1.919 1.227 -0.14 -0.35 -0.56 0.115
H 0.220 -0.620 2.178 -1.99 0.05 -0.60 0.234
H -0.442 0.541 3.901 -0.20 0.07 -0.54 0.084
N -1.834 -0.947 0.067 1.39 -1.52 0.89 0.204
C -1.100 -2.168 1.781 -1.18 -0.33 -0.50 0.033
H -2.171 -0.685 -0.827 -0.15 0.16 -1.01 0.170
C 0.916 1.496 -2.492 1.82 -1.04 1.14 -0.028
C 3.207 2.134 -2.215 -0.20 2.68 -1.35 -0.071
H -2.147 -2.940 -1.260 0.23 -0.29 0.26 0.111
N -1.844 -3.272 -0.349 -0.48 -0.20 -1.74 0.157
C -0.988 -0.684 2.151 4.67 -2.52 0.48 -0.259
F 0.257 -0.601 -1.595 -0.03 -0.27 -0.17 0.018
H -1.203 1.659 -0.464 0.03 -0.43 -0.38 0.078
```
Forces are in eV/Å.

As for the total charge: +1.

It is found that the E_LUMO values, taken in the order of the records, are 0.9 -3.9 eV.
It is found that the ΔE to the lowest compared entry with this formula, charge and spin values, taken in the order of the records, are 37.5 0.0 kcal/mol.